(1)
Formula: C2H3N2O2
Source: the Open Molecules 2025 dataset
Level of theory: ωB97M-V/def2-TZVPD

Output
HOMO energy: -3.49 eV
Lowest unoccupied orbital energy: 4.164 eV
SMILES: O=C([O-])N1CN1
Energy above the lowest of the compared OMol25 structures with the same formula, charge and spin: 49.86 kcal/mol
Frontier orbital gap: 7.66 eV
Total charge: -1

Last columns: bonded neighbours and bond lengths (Å).
CARTESIAN COORDINATES (ANGSTROEM)
1 C 2.599 0.149 0.085  N4 1.452, O5 1.525, O6 1.192
2 C 0.066 0.424 -0.162  N3 1.455, N4 1.462, H7 1.156, H8 1.115
3 N 0.261 -1.012 -0.026  C2 1.455, N4 1.441, H9 1.006
4 N 1.240 -0.111 0.526  C1 1.452, C2 1.462, N3 1.441
5 O 3.589 -0.994 0.277  C1 1.525
6 O 2.763 1.185 -0.482  C1 1.192
7 H 0.206 0.983 -1.164  C2 1.156
8 H -0.555 1.029 0.539  C2 1.115
9 H -0.143 -1.333 0.838  N3 1.006

Atomic partial charges in e from the Mulliken method, atoms 1 to 4:
1. C 0.426
2. C -0.101
3. N -0.534
4. N -0.090

---

(2)
Formula: C2H3N2O2
Source: the Open Molecules 2025 dataset
Level of theory: ωB97M-V/def2-TZVPD

Output
HOMO energy: -2.26 eV
Lowest unoccupied orbital energy: 4.796 eV
Energy above the lowest of the compared OMol25 structures with the same formula, charge and spin: 100.46 kcal/mol
Frontier orbital gap: 7.06 eV
Total charge: -1

Last columns: bonded neighbours and bond lengths (Å).
CARTESIAN COORDINATES (ANGSTROEM)
1 C 0.812 0.777 -0.033  C2 1.351, N3 1.339, H7 1.093
2 C 1.130 -0.536 0.027  C1 1.351, H8 1.070, H9 1.086
3 N -0.365 1.414 -0.002  C1 1.339, O6 1.354
4 N -1.539 -0.649 0.008  O5 1.253, O6 1.359
5 O -2.716 -1.077 -0.032  N4 1.253
6 O -1.521 0.710 0.035  N3 1.354, N4 1.359
7 H 1.615 1.512 -0.130  C1 1.093
8 H 0.409 -1.318 0.139  C2 1.070
9 H 2.174 -0.833 -0.013  C2 1.086

Atomic partial charges in e from the Mulliken method, atoms 1 to 4:
1. C -0.036
2. C -0.769
3. N -0.505
4. N 0.108

---

(3)
Formula: C2H3N2O2
Source: the Open Molecules 2025 dataset
Level of theory: ωB97M-V/def2-TZVPD

Output
HOMO energy: -17.28 eV
Lowest unoccupied orbital energy: -4.934 eV
Energy above the lowest of the compared OMol25 structures with the same formula, charge and spin: 17.64 kcal/mol
Frontier orbital gap: 12.35 eV
Total charge: +1

Last columns: bonded neighbours and bond lengths (Å).
CARTESIAN COORDINATES (ANGSTROEM)
1 C 0.080 -0.088 -0.945  N3 1.157, N4 1.266
2 C -0.500 -0.253 1.824  O5 1.145, O6 1.140
3 N -0.510 -0.919 -0.397  C1 1.157, H7 1.047
4 N 0.886 0.851 -1.213  C1 1.266, H8 1.049, H9 1.047
5 O 0.406 0.401 1.576  C2 1.145
6 O -1.370 -0.890 2.192  C2 1.140
7 H -1.056 -1.724 -0.009  N3 1.047
8 H 0.609 1.824 -0.938  N4 1.049
9 H 1.455 0.799 -2.091  N4 1.047

Atomic partial charges in e from the Mulliken method, atoms 1 to 4:
1. C 0.398
2. C 0.762
3. N -0.151
4. N -0.370